Record 1
C19H40NP3SeSn | ωB97M-V/def2-TZVPD

Values from the calculation:
E_HOMO (spin up / spin down) = -20.415 / -20.365 eV
total charge = +4

```
65
Properties=species:S:1:pos:R:3:forces:R:3:lowdin_charge:R:1
Sn -0.6350 -2.5337 0.4975 0.4 2.9 4.1 1.23
P 0.2208 1.7913 2.0626 0.3 3.0 2.8 0.95
P -2.4891 -0.2834 0.2879 -1.7 -0.6 0.3 0.69
P 2.0005 -0.5819 0.3656 1.8 -1.2 0.6 0.74
H -2.2946 -3.5241 -1.5842 -0.2 0.7 0.5 0.08
C -1.3163 -3.8440 -1.2475 3.3 0.3 -4.2 -0.13
C -0.0885 -3.1592 -1.6295 -3.1 -3.4 -2.3 -0.21
H -0.0740 -2.2370 -2.2345 -0.2 -0.3 0.6 0.07
C 0.4187 3.4531 1.2942 0.0 -0.6 -1.6 -0.22
C -1.0977 2.2509 3.2839 -0.8 -1.1 -0.3 -0.21
C 1.6026 1.9238 3.2710 0.7 -1.2 -0.2 -0.22
C -3.6820 -0.9903 -0.9218 0.1 0.2 -0.4 -0.26
C -3.3800 -0.7256 1.8362 0.4 0.0 0.2 -0.28
C -3.0268 1.4889 0.1640 0.9 0.4 -0.4 -0.25
C 2.7409 -1.7443 -0.8449 -0.1 0.0 -0.6 -0.30
C 2.8093 -1.3346 1.8572 -0.5 0.1 0.2 -0.27
C 3.2608 0.7570 0.0958 -0.8 0.6 -0.3 -0.24
H -1.2709 -4.9015 -0.9736 0.2 0.3 0.5 0.11
H 0.7891 -3.8321 -1.7252 -0.3 0.7 0.8 0.11
H 0.5137 4.2025 2.0927 0.0 -0.4 -0.1 0.09
H -0.4517 3.6819 0.6639 0.2 0.1 0.2 0.05
H 1.3178 3.4559 0.6625 -0.2 0.2 0.2 0.05
H -0.8066 3.2116 3.7377 0.1 -0.3 -0.3 0.09
H -1.1596 1.4795 4.0672 0.0 0.3 -0.3 0.05
H -2.0795 2.3591 2.8037 0.3 0.0 0.3 0.05
H 1.4687 2.8564 3.8390 -0.1 -0.2 -0.3 0.09
H 2.5800 1.9459 2.7737 -0.2 0.0 0.3 0.05
H 1.5742 1.0755 3.9690 0.1 0.3 -0.2 0.05
H -4.6913 -0.6241 -0.6698 0.3 -0.3 -0.1 0.08
H -3.6739 -2.0900 -0.9538 -0.2 0.4 0.2 0.03
H -3.4270 -0.6155 -1.9247 -0.1 -0.2 0.2 0.05
H -4.3714 -0.2476 1.8241 0.3 -0.3 0.0 0.08
H -2.8213 -0.3896 2.7193 -0.2 -0.1 -0.2 0.03
H -3.4890 -1.8164 1.8910 -0.1 0.2 0.1 0.05
H -4.0701 1.5802 0.5027 0.3 -0.3 -0.1 0.08
H -2.9493 1.8297 -0.8781 -0.1 -0.1 0.3 0.02
H -2.4121 2.1657 0.7717 -0.2 -0.2 -0.2 0.00
H 3.8399 -1.7108 -0.7597 -0.4 -0.1 -0.1 0.08
H 2.4555 -1.4402 -1.8625 0.2 -0.2 0.1 0.05
H 2.3969 -2.7727 -0.6742 0.2 0.2 0.0 0.03
H 3.8523 -1.5984 1.6129 -0.4 0.1 0.1 0.08
H 2.2522 -2.2387 2.1447 0.3 0.2 0.1 0.03
H 2.8014 -0.6257 2.6989 0.0 -0.3 -0.2 0.04
H 4.2656 0.3158 0.1479 -0.3 0.0 0.1 0.08
H 3.1733 1.5628 0.8328 0.1 -0.2 -0.2 0.02
H 3.1228 1.1788 -0.9066 0.2 0.1 0.2 0.04
C 0.1278 1.0934 -3.9655 0.1 -0.1 0.5 -0.51
C -0.2978 -0.1601 -4.4676 -0.3 -0.6 -1.6 -0.07
C 0.0548 -0.5238 -5.7756 -0.6 -0.4 1.7 0.03
C 0.8746 0.3197 -6.5452 0.4 0.9 -0.7 0.08
C 1.3009 1.5661 -6.0382 0.3 1.1 1.3 0.03
C 0.9447 1.9554 -4.7431 0.9 0.0 -1.2 -0.05
Se -0.3234 1.6913 -2.2017 0.1 -0.8 -0.5 0.97
H 1.0833 1.6784 -1.7584 -0.1 0.4 -0.2 -0.12
H -0.9164 -0.8496 -3.8853 0.2 0.5 -0.1 0.10
H -0.2481 -1.4784 -6.2026 0.0 0.2 0.2 0.14
H 1.1714 0.0387 -7.5600 -0.1 0.0 0.3 0.16
H 1.9504 2.2518 -6.5976 -0.4 -0.5 0.0 0.15
H 1.2990 2.9089 -4.3115 -0.3 -0.6 -0.4 0.14
C -0.1033 -1.6841 5.3041 0.1 -0.3 0.8 0.00
C -0.1643 -1.2743 3.9309 0.0 0.8 -1.7 -0.23
N -0.1979 -0.8763 2.8360 -0.1 -0.6 1.6 0.00
H -1.0459 -2.1563 5.6111 0.2 0.1 -0.1 0.12
H 0.0785 -0.8017 5.9355 -0.1 -0.3 -0.1 0.12
H 0.7125 -2.4041 5.4537 -0.2 0.2 0.0 0.12
```
Forces are in eV/Å.

Record 2
C14H16 | ωB97M-V/def2-TZVPD

Values from the calculation:
SMILES string = Cc1ccccc1.Cc1ccccc1
E_HOMO = -8.802 eV
total charge = 0
energy above the lowest of the compared OMol25 structures with the same formula, charge and spin = 13.08 kcal per mole

```
30
Properties=species:S:1:pos:R:3:forces:R:3:lowdin_charge:R:1
C 1.4738 1.7154 3.5186 0.4 -1.1 -0.2 -0.05
C 1.2956 1.8632 2.0332 -0.3 -0.1 0.0 -0.29
C 0.0415 2.0300 1.4551 0.6 0.6 0.1 -0.06
C -0.0675 2.2442 0.0838 -0.7 -0.1 0.5 -0.12
C 1.0530 2.3122 -0.7072 0.7 -0.7 -0.3 -0.10
C 2.3137 2.0335 -0.1635 -1.0 0.4 -0.2 -0.08
C 2.3994 1.7760 1.1914 0.9 0.3 0.0 -0.07
H 0.5451 1.8179 4.0600 -0.2 0.2 0.2 0.07
H 2.2546 2.3471 3.9332 -0.1 0.4 -0.1 0.08
H 1.8392 0.6948 3.6995 -0.2 0.1 0.1 0.08
H -0.8197 2.1158 2.0996 -0.2 -0.2 0.0 0.11
H -1.0741 2.3236 -0.3112 0.1 0.2 -0.2 0.10
H 1.0036 2.4239 -1.7789 -0.3 0.3 -0.1 0.10
H 3.1467 2.0790 -0.8524 0.3 -0.2 0.4 0.10
H 3.3745 1.5736 1.6258 0.0 0.0 0.0 0.11
C 0.0328 -1.6667 0.4481 -1.0 0.8 1.3 -0.04
C -0.9366 -1.8672 -0.6745 0.1 -0.1 -0.7 -0.27
C -1.2942 -3.1444 -1.0882 -0.7 -0.1 -0.3 -0.05
C -1.9862 -3.3284 -2.2932 0.8 0.0 0.2 -0.10
C -2.3986 -2.2487 -3.0441 0.0 0.8 -0.6 -0.10
C -2.0323 -0.9514 -2.6670 -0.9 -0.9 0.8 -0.08
C -1.3779 -0.8009 -1.4617 1.1 0.6 0.2 -0.05
H 0.8293 -2.3914 0.4559 0.1 -0.3 0.1 0.08
H -0.5223 -1.6771 1.4013 0.2 -0.6 0.0 0.09
H 0.4589 -0.6691 0.5324 0.2 0.1 -0.7 0.05
H -1.1683 -4.0239 -0.4641 0.7 0.1 -0.1 0.11
H -1.9725 -4.3176 -2.7335 -0.8 -0.2 0.3 0.10
H -3.0127 -2.3736 -3.9293 0.3 -0.2 -0.1 0.10
H -2.3344 -0.0789 -3.2233 0.0 0.0 -0.2 0.10
H -1.0642 0.1890 -1.1461 -0.1 0.0 -0.1 0.08
```
Forces are in eV/Å.

Record 3
C5H7N | ωB97M-V/def2-TZVPD

Values from the calculation:
SMILES string = C1[C@H]2CN3[C@H]2[C@H]13
E_HOMO = -9.262 eV
total charge = 0
energy above the lowest of the compared OMol25 structures with the same formula, charge and spin = 74.00 kcal per mole

```
13
Properties=species:S:1:pos:R:3:forces:R:3:lowdin_charge:R:1
C -1.1113 -0.0645 -0.6144 0.0 0.0 -0.1 -0.11
C 0.2045 -0.8213 -0.3008 0.0 -0.4 -0.2 -0.20
C 1.2832 0.2271 -0.5219 -0.1 0.1 -0.1 -0.14
N 0.7070 1.0167 0.6459 -0.2 0.1 0.0 0.03
C 0.1476 -0.2526 1.1494 -0.1 -0.4 0.4 -0.20
C -0.8099 0.7229 0.6381 -0.1 0.1 0.0 -0.20
H -1.1729 0.5270 -1.5379 0.1 -0.3 0.0 0.11
H -1.9893 -0.7105 -0.5388 0.1 0.1 0.2 0.11
H 0.3110 -1.8694 -0.5557 0.1 0.0 -0.2 0.12
H 1.3647 0.7343 -1.4931 -0.2 0.0 0.2 0.11
H 2.2765 -0.1775 -0.2619 -0.4 0.5 0.2 0.12
H 0.3343 -0.6009 2.1564 0.0 -0.2 -0.2 0.13
H -1.5440 1.2698 1.2349 0.8 0.5 -0.3 0.13
```
Forces are in eV/Å.

Record 4
C11H18Cl2FeN2 | ωB97M-V/def2-TZVPD

Values from the calculation:
spin multiplicity = 6
E_HOMO (spin up / spin down) = -2.879 / -4.630 eV
total charge = -1
energy above the lowest of the compared OMol25 structures with the same formula, charge and spin = 7.64 kcal per mole

```
34
Properties=species:S:1:pos:R:3:forces:R:3:lowdin_charge:R:1
Fe -1.1678 -0.3475 -0.2284 -1.5 0.1 1.4 -0.02
Cl -1.9056 1.6421 0.1681 -0.8 1.9 0.6 0.09
Cl -1.2263 -2.2631 0.7479 0.0 -2.0 1.0 0.06
C -2.4754 -0.8426 -1.5917 0.7 -0.3 -2.3 -0.28
H -2.7700 -1.8922 -1.4976 0.1 0.4 0.0 0.02
H -3.2957 -0.1239 -1.7026 0.4 -0.2 0.0 0.04
C 0.6329 -0.0323 -0.5284 3.5 0.6 1.5 -0.26
C -1.1440 -0.5007 -2.1493 -2.7 -1.1 -1.6 -0.39
H 1.0356 0.1381 0.4984 -0.2 0.0 -0.7 0.02
C -1.0693 0.6839 -3.1050 0.1 0.2 0.4 -0.23
H -0.4676 -1.3236 -2.4190 -0.4 0.1 0.1 0.11
C 0.3384 1.0859 -3.5690 -0.3 0.2 0.1 -0.23
H -1.6882 0.4373 -3.9842 0.2 0.1 0.2 0.11
H -1.5431 1.5403 -2.6026 0.1 -0.1 -0.2 0.08
C 1.2969 1.4527 -2.4370 0.3 -0.5 -0.2 -0.21
H 0.7655 0.2631 -4.1568 0.1 0.1 0.0 0.10
H 0.2389 1.9461 -4.2449 0.0 -0.1 0.0 0.10
C 1.6405 0.2157 -1.5532 0.6 0.5 -0.3 -0.31
H 2.2271 1.8461 -2.8744 -0.1 0.0 0.0 0.09
H 0.8735 2.2490 -1.8103 0.0 -0.2 0.0 0.11
H 1.7410 -0.6883 -2.1878 0.2 0.4 -0.2 0.10
H 2.6133 0.4043 -1.0563 -0.2 -0.2 -0.4 0.09
C 1.6620 -1.7245 2.7746 0.3 -0.3 -0.4 -0.05
C 0.6807 -0.6974 3.1501 -1.2 1.2 0.6 -0.42
N -0.1209 0.0419 2.4048 0.1 -0.3 0.6 0.03
C -0.9039 0.7926 3.2563 1.0 -0.6 0.9 -0.16
C -0.5334 0.5321 4.5615 -0.4 0.2 -0.8 -0.12
N 0.4655 -0.4174 4.4769 0.2 -0.1 0.1 0.06
H 2.6595 -1.4235 3.1247 -0.1 -0.2 -0.2 0.08
H 1.3911 -2.6804 3.2446 0.1 0.1 -0.2 0.08
H 1.6501 -1.8458 1.6883 0.1 0.0 0.2 0.06
H -1.6656 1.4521 2.8798 0.0 0.0 -0.1 0.05
H -0.9041 0.9435 5.4850 0.1 -0.1 0.1 0.09
H 0.9685 -0.8635 5.2375 -0.4 0.3 -0.3 0.15
```
Forces are in eV/Å.

Record 5
C16H25HfN2O | ωB97M-V/def2-TZVPD

Values from the calculation:
E_HOMO = -10.268 eV
total charge = +1

```
45
Properties=species:S:1:pos:R:3:forces:R:3:lowdin_charge:R:1
C 1.6664 1.4805 -1.3260 -1.7 -1.1 1.1 -0.57
C 1.3034 1.2273 -2.7879 0.3 0.2 -0.4 -0.15
C 1.6272 2.9713 -0.9814 0.3 0.2 -0.2 -0.13
C 3.0445 0.8858 -1.0439 0.3 0.0 -0.3 -0.15
H 2.5881 3.4400 -1.2454 -0.1 0.0 0.0 0.09
H 1.4687 3.1856 0.0831 0.0 -0.1 -0.2 0.05
H 0.8487 3.5162 -1.5250 0.2 -0.1 0.0 0.06
H 1.9761 1.8225 -3.4357 -0.1 -0.3 0.0 0.09
H 0.2771 1.5057 -3.0689 0.3 0.0 0.2 0.05
H 1.4406 0.1693 -3.0641 0.0 0.2 0.0 0.07
H 3.7387 1.1155 -1.8744 -0.1 0.0 0.2 0.09
H 3.0298 -0.2120 -0.9526 0.0 0.2 -0.1 0.06
H 3.5078 1.2888 -0.1345 -0.2 -0.1 -0.1 0.07
C -2.4597 0.7927 0.5573 -0.4 0.0 -1.1 -0.17
C -1.7726 2.0263 0.2648 -0.8 0.0 -1.1 -0.19
C -1.4210 2.0020 -1.1248 -0.7 -0.1 0.4 -0.18
H -1.7292 2.9104 0.9053 0.2 -0.5 -0.2 0.13
C -1.8414 0.7471 -1.6790 -0.2 0.4 0.8 -0.16
C -2.5239 0.0323 -0.6657 -0.7 1.4 0.5 -0.16
H -3.1567 -0.8384 -0.8455 0.7 0.0 0.3 0.12
H -3.0161 0.5587 1.4700 0.6 0.1 -0.3 0.12
H -1.1016 2.8651 -1.7052 0.3 -0.5 0.3 0.12
H -1.7457 0.4174 -2.7063 0.1 0.2 0.1 0.12
C 0.7778 -0.9843 2.1926 0.0 1.1 0.9 -0.16
C -0.2617 -0.0609 2.5679 1.0 -0.1 0.1 -0.17
C 0.2235 1.2734 2.3126 1.1 -0.6 0.7 -0.19
H -1.1358 -0.3186 3.1715 0.2 0.2 -0.6 0.12
C 1.5524 1.1524 1.7907 -0.4 -0.3 0.6 -0.18
C 1.8707 -0.2410 1.6847 -0.5 0.3 0.4 -0.17
H 2.8261 -0.6691 1.4044 -0.2 0.2 -0.1 0.11
H 0.8409 -2.0374 2.4817 -0.4 0.3 -0.6 0.12
H -0.2198 2.2014 2.6813 0.1 -0.5 -0.4 0.13
H 2.2661 1.9702 1.6932 -0.4 -0.3 -0.4 0.12
Hf -0.0969 0.2935 0.0997 1.0 2.3 0.5 1.60
C -2.7560 -3.2531 1.4031 0.3 -0.4 -0.3 0.00
N -1.6065 -3.6611 0.5580 -0.1 0.4 0.0 0.07
C -0.6695 -2.9107 -0.0210 0.6 2.0 0.0 -0.47
N 0.3812 -3.4953 -0.6155 0.2 1.0 -0.2 0.22
O -0.6554 -1.6082 -0.0268 -0.6 -4.9 -0.4 -0.19
H -2.4613 -2.7772 2.3322 0.3 0.1 0.0 0.09
H -3.2592 -4.1858 1.6498 -0.1 0.1 0.0 0.10
H -3.4547 -2.6144 0.8804 0.0 0.1 -0.3 0.08
H -1.4690 -4.6555 0.4423 -0.1 0.1 0.1 0.15
H 1.0750 -2.8656 -1.0067 -0.3 -0.4 0.1 0.13
H 0.4828 -4.4632 -0.7901 0.0 -0.8 0.0 0.12
```
Forces are in eV/Å.